Computed, not measured: C8H17CeO3P2 as an isolated structure at a distorted geometry, with wB97M-V/def2-TZVPD.

Geometry as XYZ:
```
31
Properties=species:S:1:pos:R:3:forces:R:3:mulliken_charge:R:1
C 0.040 1.352 -2.589 0.18 0.45 0.68 -0.47
C 0.504 0.483 -3.514 0.79 0.52 -3.00 -0.37
C 0.573 -0.946 -3.535 0.77 -0.39 -1.26 -0.41
C 0.089 -1.932 -2.633 -0.58 -3.09 -1.69 -0.24
C -0.428 -1.871 -1.391 0.83 0.28 1.06 -0.59
Ce 0.900 -0.123 -1.217 -1.41 1.31 3.12 0.73
P 1.101 3.024 -0.134 0.12 0.91 -0.17 -0.21
H 0.105 2.409 -2.850 -0.30 -0.18 0.04 0.42
H 1.065 1.004 -4.321 -0.63 -0.93 -0.16 0.31
H 1.059 -1.373 -4.437 -0.21 0.43 0.84 0.35
H -0.644 -2.803 -0.865 -0.47 0.24 -0.26 0.43
H 0.202 -3.018 -2.909 0.15 1.24 -0.73 0.28
H -0.051 3.622 0.442 0.03 -0.41 -0.13 0.13
H 1.207 4.020 -1.160 0.04 -0.42 0.29 0.11
H 1.961 3.721 0.751 0.08 -0.06 -0.04 0.11
C 0.902 -2.188 1.713 0.09 -0.23 -0.15 -0.71
O 1.259 -0.813 1.389 1.01 1.91 1.71 0.01
P 1.514 0.519 2.363 -1.42 -2.67 0.05 0.40
O 0.735 0.183 3.733 1.21 0.89 -1.89 -0.28
C -0.692 -0.003 3.775 -1.01 -0.38 0.22 -0.43
O -0.820 0.373 -0.163 -0.01 0.14 1.60 -0.21
C -2.186 0.483 0.150 0.00 0.27 -0.18 -0.71
H 1.677 -2.775 1.206 -0.34 -0.11 0.22 0.31
H -0.072 -2.353 1.255 0.07 -0.07 0.14 0.28
H 0.890 -2.409 2.788 0.08 0.37 -0.30 0.33
H -1.044 -0.570 2.910 0.09 0.15 0.06 0.13
H -0.916 -0.552 4.681 0.10 -0.12 0.10 0.28
H -1.194 0.963 3.837 0.20 -0.01 -0.16 0.30
H -2.575 1.449 -0.203 0.08 -0.05 0.20 0.27
H -2.325 0.401 1.236 -0.08 0.16 -0.10 0.15
H -2.836 -0.276 -0.309 0.51 -0.14 -0.11 0.28
```
Positions in Å, forces in eV/Å.

Summary:
- Total charge: +1
- HOMO-LUMO gap (alpha / beta): 3.3847 / 3.3099 eV
- E_HOMO (alpha / beta): -9.78 / -9.75 eV

Computed, not measured: C8H17F3NO11S2V as an isolated structure at a distorted geometry, with wB97M-V/def2-TZVPD.

Geometry as XYZ:
```
43
Properties=species:S:1:pos:R:3:forces:R:3:mulliken_spin:R:1
V -2.453 5.252 11.946 -0.49 -3.43 -1.15 2.01
C -5.086 6.553 12.710 3.43 -1.99 -0.80 0.00
O -4.420 6.788 11.424 -0.71 1.57 0.87 0.01
O -4.175 5.593 13.260 -2.22 3.13 0.16 0.01
C -5.380 7.990 13.449 0.88 -3.65 -2.00 0.00
F -5.719 8.883 12.546 -1.10 1.26 -1.19 0.00
F -6.380 7.843 14.297 -0.95 0.16 1.05 0.00
F -4.360 8.518 14.057 1.81 0.52 1.59 0.00
C -5.196 7.125 10.289 0.78 -1.04 -1.63 0.00
C -5.459 5.829 9.432 -0.02 0.94 0.40 0.00
H -5.946 6.044 8.481 -0.76 0.38 0.14 0.00
H -4.574 5.296 9.083 0.35 0.24 0.87 0.00
H -6.036 5.167 10.078 -0.06 -0.29 -0.40 0.00
H -4.591 7.828 9.716 0.23 0.00 -0.17 0.00
H -6.100 7.697 10.498 -0.30 -0.38 0.41 0.00
H -6.063 6.177 12.408 -0.51 -0.28 0.61 0.00
S -3.308 2.671 11.204 1.01 -1.03 -2.37 0.01
O -3.705 4.046 10.885 -3.73 3.16 -3.31 -0.01
O -2.352 3.224 12.148 4.21 -0.72 5.73 -0.02
O -4.413 1.959 11.823 0.13 -0.84 -0.32 0.00
O -2.528 2.023 10.120 -2.49 -0.38 1.61 0.00
S -0.734 5.070 9.835 1.94 -2.58 -3.33 0.01
O -0.580 4.812 11.247 3.68 -1.73 5.40 -0.01
O -1.958 5.777 10.098 -6.13 4.53 -2.23 -0.01
O 0.278 5.966 9.280 0.24 0.00 -0.02 0.00
O -0.933 3.819 9.099 0.84 1.82 -0.11 0.00
C -0.053 8.545 13.799 0.04 -0.22 0.42 0.00
C -0.413 7.146 13.297 -0.49 0.57 0.07 0.00
C -0.791 6.248 14.482 0.55 -1.31 -1.44 0.00
O -1.241 4.968 13.938 0.09 1.51 1.60 0.00
C -1.454 3.972 14.932 0.69 -0.98 -0.14 0.00
N -1.629 7.163 12.509 -0.59 1.27 -0.38 0.00
H 1.027 8.688 13.811 0.01 0.15 -0.10 0.00
H -0.398 8.647 14.828 -0.20 0.42 0.06 0.00
H -0.536 9.275 13.149 0.20 0.22 0.17 0.00
H 0.404 6.884 12.624 -0.16 -1.16 0.36 0.00
H -1.635 6.651 15.043 0.02 0.41 0.06 0.00
H 0.104 6.189 15.102 -0.02 -0.60 0.42 0.00
H -2.126 3.207 14.541 0.24 0.17 -0.41 0.00
H -1.817 4.203 15.933 -0.48 1.28 -0.13 0.00
H -0.471 3.553 15.146 0.17 -0.48 -0.16 0.00
H -1.538 7.697 11.657 0.51 -0.35 -0.73 0.00
H -2.288 7.749 13.002 -0.67 -0.25 0.51 0.00
```
Positions in Å, forces in eV/Å.

Summary:
- Total charge: -2
- HOMO-LUMO gap (alpha / beta): 6.0232 / 6.0754 eV
- E_HOMO (alpha / beta): -1.52 / -1.57 eV
- Spin multiplicity: 3